Record 1
3
Properties=species:S:1:pos:R:3:lowdin_charge:R:1 method="wB97M-V/def2-TZVPD" orbital_gap_ev=7.75 lumo_energy_ev=-13.130 fmax_ev_per_a=2.22 charge=+2
Zn -0.837 1.717 -1.365 1.153
Ag 0.320 -1.790 1.800 0.874
Cl 0.516 0.073 -0.435 -0.027

=====

Record 2
27
Properties=species:S:1:pos:R:3:lowdin_charge:R:1 method="wB97M-V/def2-TZVPD" orbital_gap_ev=2.20 lumo_energy_ev=4.457 fmax_ev_per_a=16.28 charge=-2
Ag -0.093 -0.359 0.080 0.695
P 2.676 1.298 -0.646 0.003
O 1.272 1.042 -1.133 -0.458
O 1.741 1.290 0.488 -0.459
O 2.762 2.617 0.042 -0.257
O 2.282 2.517 -1.635 -0.284
O 1.367 -0.523 1.944 -0.127
H 1.047 -0.178 2.728 -0.023
H 1.575 0.291 1.405 -0.090
O -2.401 0.806 1.345 -0.072
H -2.939 0.116 1.634 -0.008
H -2.928 1.212 0.671 0.028
O -1.037 1.485 -1.456 -0.200
H -0.015 1.314 -1.369 -0.083
H -1.336 0.760 -2.028 -0.039
O -0.854 -2.501 1.109 -0.097
H -0.039 -2.807 1.400 -0.005
H -1.388 -3.207 1.315 -0.016
O -1.226 -1.298 -2.139 -0.233
H -1.159 -1.358 -3.119 0.050
H -2.141 -1.457 -1.834 0.022
O 1.256 -2.193 -0.931 -0.127
H 0.598 -2.884 -0.783 0.002
H 1.121 -1.932 -1.823 -0.010
O -0.056 2.120 1.954 -0.148
H 0.749 1.853 1.393 -0.026
H -0.821 1.967 1.385 -0.036

=====

Record 3
70
Properties=species:S:1:pos:R:3:lowdin_spin:R:1 method="wB97M-V/def2-TZVPD" orbital_gap_ev="10.94 / 6.90" lumo_energy_ev="-4.909 / -8.930" fmax_ev_per_a=1.76 charge=+2 spin_multiplicity=2
Ag -0.305 -0.398 -0.410 0.786
O 3.516 0.769 1.753 0.000
H 4.297 1.063 2.222 0.000
H 3.207 0.013 2.253 0.000
O 4.120 -0.657 -0.599 0.000
H 3.895 -0.200 0.211 0.000
H 4.857 -1.220 -0.360 0.000
O 2.782 -3.724 -1.510 0.000
H 2.335 -3.806 -2.353 0.000
H 3.713 -3.783 -1.726 0.000
O 3.914 -2.299 2.107 0.000
H 2.984 -2.425 2.294 0.000
H 4.349 -2.440 2.948 0.000
O 1.119 4.041 1.601 0.001
H 2.071 4.001 1.696 0.000
H 0.979 4.262 0.680 0.000
O -1.880 -1.906 0.343 0.033
H -2.343 -1.945 1.180 0.002
H -2.421 -2.422 -0.255 0.001
O -1.954 2.938 2.487 0.001
H -2.483 2.494 3.149 0.000
H -1.134 3.147 2.935 0.000
O -2.151 3.994 -1.120 0.000
H -2.426 4.685 -1.722 0.000
H -1.714 4.458 -0.406 0.000
O 3.022 3.005 -1.210 0.001
H 3.385 2.710 -2.045 0.000
H 3.589 3.730 -0.944 0.000
O -1.626 -1.232 -2.279 0.008
H -2.471 -0.932 -2.616 0.000
H -1.271 -1.781 -2.978 0.000
O 0.821 -2.472 -0.059 0.025
H 1.526 -2.808 -0.612 0.000
H 0.671 -3.164 0.585 0.001
O 1.397 -2.678 3.068 0.000
H 0.938 -2.352 3.842 0.000
H 1.568 -3.600 3.260 0.000
O -0.723 1.559 -1.938 -0.001
H -0.575 2.456 -1.639 0.000
H -0.997 1.652 -2.850 0.000
O -2.275 -4.672 -1.405 0.000
H -1.965 -4.126 -2.128 0.000
H -3.212 -4.483 -1.347 0.000
O -1.933 0.898 0.554 0.070
H -1.824 1.726 1.021 0.002
H -2.756 0.540 0.888 0.001
O 1.694 -0.815 -1.891 0.007
H 2.518 -0.917 -1.414 0.000
H 1.945 -0.855 -2.814 0.000
O -4.109 2.138 -0.942 0.001
H -3.444 2.657 -1.394 0.000
H -3.932 2.278 -0.012 0.000
O 1.323 1.348 0.047 0.059
H 1.577 1.865 -0.717 0.000
H 2.131 1.254 0.552 0.001
O -4.311 0.495 2.045 0.001
H -4.857 0.006 1.430 0.000
H -4.161 -0.113 2.769 0.000
O -0.002 -0.431 2.213 -0.002
H 0.115 -1.172 2.809 0.000
H -0.048 0.333 2.788 0.000
O -4.096 -0.037 -2.624 0.000
H -4.618 0.576 -3.142 0.000
H -3.858 0.455 -1.838 0.000
O 1.123 1.710 3.501 0.000
H 1.086 2.202 2.680 0.000
H 0.770 2.310 4.157 0.000
O -0.655 -2.427 -4.636 0.000
H -0.207 -2.094 -5.413 0.000
H -0.599 -3.379 -4.715 0.000

=====

Record 4
21
Properties=species:S:1:pos:R:3:lowdin_charge:R:1 method="wB97M-V/def2-TZVPD" orbital_gap_ev=4.31 lumo_energy_ev=-1.467 fmax_ev_per_a=4.02 charge=-1
Al -0.537 1.619 0.619 0.952
B -0.302 -1.107 -1.690 -0.372
H 0.866 -0.891 -1.624 -0.029
H -0.653 -1.186 -2.819 -0.021
H -0.528 -2.137 -1.117 0.033
H -0.811 -0.145 -1.229 -0.069
B -2.266 -0.930 1.659 -0.353
H -1.604 -0.644 0.681 -0.071
H -3.197 -1.502 1.203 0.012
H -1.661 -1.562 2.449 -0.015
H -2.508 0.140 2.101 -0.063
B 1.022 -0.976 1.057 -0.280
H -0.172 -1.154 0.633 0.054
H 1.565 -1.987 1.299 0.001
H 1.558 -0.498 0.108 0.026
H 0.968 -0.304 2.030 -0.002
B 1.682 2.663 -1.076 -0.500
H 1.078 3.456 -1.718 -0.061
H 1.523 2.967 0.079 -0.109
H 1.145 1.619 -1.318 -0.083
H 2.830 2.561 -1.325 -0.049

=====

Record 5
48
Properties=species:S:1:pos:R:3:lowdin_charge:R:1 method="wB97M-V/def2-TZVPD" orbital_gap_ev=3.87 lumo_energy_ev=-12.088 fmax_ev_per_a=5.97 charge=+2
Al 24.624 -15.912 29.988 1.520
B 25.760 -12.748 29.086 -0.264
H 24.701 -12.668 29.275 -0.021
H 26.162 -13.563 29.667 0.017
H 26.021 -12.937 28.057 0.013
H 26.174 -11.804 29.406 0.041
O 25.932 -17.682 28.087 -0.036
H 26.627 -17.452 27.471 0.071
H 25.952 -18.639 28.124 0.069
O 20.218 -16.004 32.776 -0.028
H 20.629 -15.171 32.543 0.030
H 19.802 -15.838 33.622 0.069
O 26.467 -17.604 31.972 -0.048
H 25.814 -17.915 32.599 0.023
H 27.287 -18.004 32.261 0.070
O 23.929 -18.735 30.552 -0.043
H 24.351 -19.503 30.936 0.071
H 23.056 -19.039 30.304 0.060
O 23.126 -17.168 27.801 -0.048
H 23.120 -17.955 27.257 0.077
H 22.366 -16.667 27.506 0.048
O 24.984 -15.007 27.137 -0.051
H 24.605 -15.169 26.273 0.075
H 25.197 -14.074 27.135 0.002
O 21.704 -16.635 30.384 -0.044
H 21.238 -16.583 31.219 0.002
H 21.015 -16.772 29.733 0.068
O 27.803 -15.748 29.796 -0.048
H 28.319 -15.279 29.140 0.070
H 28.220 -15.531 30.629 0.040
O 24.261 -11.621 26.923 -0.015
H 24.379 -10.694 27.129 0.062
H 24.580 -12.082 27.700 -0.071
O 26.259 -14.477 32.062 -0.049
H 26.186 -13.614 32.471 0.074
H 27.122 -14.795 32.326 0.050
O 23.715 -16.828 32.799 -0.044
H 23.191 -17.604 32.996 0.062
H 24.045 -16.539 33.650 0.072
O 22.544 -14.218 28.463 -0.064
H 21.892 -13.627 28.840 0.062
H 22.317 -14.265 27.535 0.060
O 24.989 -10.825 31.204 -0.037
H 24.222 -10.516 30.723 0.047
H 25.471 -11.358 30.572 -0.059
O 23.123 -13.599 31.174 -0.045
H 22.246 -13.544 31.555 0.057
H 23.406 -12.688 31.093 0.031

=====

Record 6
3
Properties=species:S:1:pos:R:3:lowdin_charge:R:1 method="wB97M-V/def2-TZVPD" orbital_gap_ev=5.42 lumo_energy_ev=-12.671 fmax_ev_per_a=3.70 charge=+1
Al 0.353 0.049 0.401 1.598
F 1.529 0.156 -2.160 -0.280
F -1.883 -0.205 1.760 -0.318

=====

Record 7
40
Properties=species:S:1:pos:R:3:lowdin_spin:R:1 method="wB97M-V/def2-TZVPD" orbital_gap_ev="7.87 / 8.40" lumo_energy_ev="9.370 / 9.373" fmax_ev_per_a=1.42 charge=-4 spin_multiplicity=5
Cr 0.078 0.178 0.056 3.760
N 0.627 2.970 1.850 0.005
O 1.691 3.570 1.580 0.007
O -0.172 3.403 2.678 0.005
O 0.390 1.878 1.242 0.030
As -0.728 2.592 -2.843 0.000
F -0.293 3.982 -1.892 0.000
F 0.873 2.505 -3.499 0.000
F -1.022 1.131 -3.768 0.000
F -2.379 2.683 -2.292 0.000
F -1.208 3.646 -4.189 0.000
F -0.336 1.622 -1.400 0.020
As 0.639 -1.927 3.188 0.000
F 2.175 -1.233 3.611 0.000
F 0.641 -0.946 1.667 0.031
F -0.881 -2.586 2.714 0.000
F 0.632 -2.773 4.741 0.000
F -0.150 -0.604 3.977 0.000
F 1.394 -3.240 2.310 0.000
As -3.540 0.170 1.283 0.004
F -1.808 -0.129 0.925 0.041
F -3.187 0.048 2.994 0.002
F -5.209 0.538 1.571 0.000
F -3.851 0.206 -0.423 0.001
F -3.853 -1.531 1.379 0.002
F -3.144 1.880 1.292 0.001
As -0.563 -2.505 -2.264 0.003
F -0.866 -0.927 -1.463 0.033
F -2.222 -2.969 -1.996 0.001
F -0.185 -4.068 -2.995 0.000
F 1.075 -1.981 -2.509 0.001
F -0.188 -3.137 -0.658 0.002
F -0.985 -1.900 -3.840 0.001
As 3.807 -0.066 -0.407 0.003
F 5.473 -0.461 -0.103 0.000
F 3.264 -1.520 0.407 0.001
F 2.096 0.272 -0.813 0.040
F 4.310 1.380 -1.269 0.002
F 3.893 -0.973 -1.937 0.002
F 3.712 0.820 1.093 0.001

=====

Record 8
23
Properties=species:S:1:pos:R:3:lowdin_charge:R:1 method="wB97M-V/def2-TZVPD" orbital_gap_ev=3.54 lumo_energy_ev=-0.850 fmax_ev_per_a=5.11 charge=-2
Sn 13.126 2.502 -16.487 1.264
B 16.731 -0.308 -15.386 -0.416
H 17.588 -0.959 -15.314 -0.087
H 15.864 -0.817 -14.993 -0.120
H 16.905 0.586 -14.809 -0.102
H 16.598 -0.043 -16.424 -0.092
B 16.656 5.121 -14.874 -0.359
H 16.593 6.198 -14.840 -0.083
H 16.627 4.850 -15.917 -0.071
H 17.644 4.835 -14.546 -0.062
H 15.912 4.570 -14.320 -0.109
B 16.123 2.627 -20.399 -0.390
H 15.752 2.659 -21.411 -0.097
H 17.184 2.818 -20.413 -0.078
H 15.655 3.396 -19.804 -0.096
H 15.942 1.662 -19.951 -0.104
As 8.833 7.990 -17.534 0.896
F 7.896 7.376 -16.141 -0.309
F 9.860 9.008 -16.501 -0.297
F 9.754 8.636 -18.940 -0.309
F 7.747 7.097 -18.634 -0.306
F 7.638 9.400 -17.628 -0.345
F 10.018 6.619 -17.403 -0.328

=====

Q: Which of these has the lowest charge?
A: As5CrF30NO3

=====

Q: Look up the charge of the sixth one.
A: +1

=====

Please write out number 4 again, unchanged.
21
Properties=species:S:1:pos:R:3:lowdin_charge:R:1 method="wB97M-V/def2-TZVPD" orbital_gap_ev=4.31 lumo_energy_ev=-1.467 fmax_ev_per_a=4.02 charge=-1
Al -0.537 1.619 0.619 0.952
B -0.302 -1.107 -1.690 -0.372
H 0.866 -0.891 -1.624 -0.029
H -0.653 -1.186 -2.819 -0.021
H -0.528 -2.137 -1.117 0.033
H -0.811 -0.145 -1.229 -0.069
B -2.266 -0.930 1.659 -0.353
H -1.604 -0.644 0.681 -0.071
H -3.197 -1.502 1.203 0.012
H -1.661 -1.562 2.449 -0.015
H -2.508 0.140 2.101 -0.063
B 1.022 -0.976 1.057 -0.280
H -0.172 -1.154 0.633 0.054
H 1.565 -1.987 1.299 0.001
H 1.558 -0.498 0.108 0.026
H 0.968 -0.304 2.030 -0.002
B 1.682 2.663 -1.076 -0.500
H 1.078 3.456 -1.718 -0.061
H 1.523 2.967 0.079 -0.109
H 1.145 1.619 -1.318 -0.083
H 2.830 2.561 -1.325 -0.049